Record 1
Computed, not measured: one molecule with the formula C4H7NO in a non-equilibrium geometry, with ωB97M-V/def2-TZVPD.

```
13
C4H7NO ωB97M-V/def2-TZVPD
C -0.8981 1.2977 -0.7062
C 0.2528 0.9513 -0.0608
N 0.3821 1.0396 1.2859
C 0.2513 -0.4497 -0.8807
C 0.3419 -1.6511 0.0349
O 0.5170 -0.5258 -2.0592
H -0.9136 1.4138 -1.7765
H -1.6897 1.8421 -0.1943
H 0.9256 0.3698 1.8071
H -0.3124 1.5628 1.8033
H -0.3872 -1.5978 0.8433
H 0.1865 -2.5495 -0.5629
H 1.3436 -1.7031 0.4662
```

As for the HOMO energy: -8.5 eV. The total energy is -286.5266 Ha. The energy above the lowest of the compared OMol25 structures with the same formula, charge and spin comes out at 275.7 kJ/mol. The SMILES is C=C(N)C(C)=O. The HOMO-LUMO gap is 9.2280 eV.


Record 2
Computed, not measured: C4H7NO as an isolated structure in a non-equilibrium geometry, with ωB97M-V/def2-TZVPD.

```
13
C4H7NO ωB97M-V/def2-TZVPD
O -0.3841 0.4249 1.9167
C -0.1546 0.1533 0.5814
C 0.3731 1.1185 -0.4757
N 0.3044 -0.4538 -1.1684
C 0.9266 -0.8332 0.1214
C -1.0415 -0.4859 -0.4757
H -1.0030 1.1608 1.9841
H 0.0512 1.1533 -1.5045
H 1.3591 1.5355 -0.2392
H 0.8124 -1.8987 0.3204
H 1.9696 -0.5056 0.1595
H -1.8302 0.1377 -0.9189
H -1.3830 -1.5069 -0.3011
```

As for the HOMO energy: -9.3 eV. The total energy is -286.4303 Ha. The energy above the lowest of the compared OMol25 structures with the same formula, charge and spin comes out at 528.6 kJ/mol. The HOMO-LUMO gap is 10.0798 eV.


In the order shown, the computed E_LUMO values come out to 0.72; 0.76 eV.